Entry from the Open Molecules 2025 dataset: 11 unconnected molecules or ions with the total composition C24H72N6O11 (wB97M-V/def2-TZVPD).

Values from the calculation:
SMILES: COC[C@H](C)N.COC[C@H](C)N.NC(N)=O.NC(N)=O.CCO.CCO.CCO.CCO.CCO.CCO.CCO
HOMO-LUMO gap in Eh: 0.341
Calculated total energy in hartree: -2113.62958
Relative energy (zero: lowest compared OMol25 entry of this formula, charge and spin) in kJ/mol: 0.00

Cartesian coordinates (Å):
O1 -3.2297 5.1714 0.0089
O2 -2.2301 -3.4066 1.5015
O3 1.1499 -1.1913 1.1728
O4 -0.3518 -4.5711 -2.1218
O5 2.8956 1.5312 -1.0635
O6 2.8868 -3.1146 0.8847
O7 1.7537 0.6113 -5.7317
O8 -2.7776 3.0938 4.9989
O9 -3.5958 -0.2734 -0.9334
O10 4.4463 1.6096 1.7978
O11 1.5832 -3.3891 4.2469
N1 -1.0673 -0.5528 1.0501
N2 0.4000 0.6488 0.0253
N3 0.2509 -3.1776 -0.5638
N4 1.3166 -4.9092 -0.6916
N5 -1.1830 0.3100 -3.4803
N6 -1.7908 2.1949 -1.4091
C1 -3.5506 2.4145 3.9970
C2 3.2951 2.8849 -1.2409
C3 2.9809 -1.3793 4.3776
C4 2.7736 -2.8503 4.6046
C5 -3.5379 -1.5036 -1.6187
C6 -2.6670 1.6391 3.0039
C7 0.2498 -0.4560 0.7901
C8 0.1937 0.4438 -3.8745
C9 4.1523 -3.0614 0.2301
C10 -2.2832 -3.6079 2.8817
C11 -2.8847 3.9642 -2.8415
C12 2.0903 0.1509 -7.1219
C13 0.3827 0.4282 -5.3624
C14 -2.2646 3.5943 -1.4384
C15 0.3503 -4.2748 -1.2329
C16 1.0110 -0.6071 -3.1611
C17 4.6138 -4.4569 -0.2802
C18 -4.1569 5.5139 0.9874
C19 2.5887 1.9076 3.1559
C20 4.1795 1.8880 3.1379
C21 2.7867 3.2817 -2.5823
C22 -3.3493 3.7607 -0.3306
C23 -1.6915 -2.4088 3.5713
C24 -4.7251 -2.3993 -1.1970
H1 -3.0704 3.2378 0.5843
H2 -0.3801 1.2203 -0.2660
H3 -4.3450 3.5576 -0.7249
H4 3.9221 -2.3926 -0.5992
H5 2.5526 -0.8329 -7.2035
H6 0.5930 1.3644 -3.4489
H7 -0.0642 1.3574 -5.7159
H8 2.4392 -2.2704 0.7922
H9 -2.2895 2.4053 5.4565
H10 1.8223 -4.4312 0.0405
H11 1.5638 -3.2951 3.2917
H12 -3.3546 -1.2583 -2.6648
H13 -3.6052 3.3234 -3.3497
H14 -2.1445 4.1547 -3.6186
H15 2.9498 2.5332 -3.3576
H16 4.0536 -1.2877 4.2072
H17 -5.1673 5.4160 0.5904
H18 0.8991 -0.5976 -2.0769
H19 5.2624 1.1140 1.6981
H20 -0.5837 -2.6433 -0.7590
H21 -4.6302 -2.5496 -0.1216
H22 2.4440 -1.1875 3.4485
H23 2.3998 1.9309 4.2292
H24 -1.3071 -0.2554 -2.6526
H25 -1.8132 -4.5692 3.0894
H26 -1.7784 -0.0178 0.5725
H27 0.7518 -3.0278 0.3003
H28 4.3695 3.0678 -1.2597
H29 4.6088 2.8747 3.3120
H30 5.5852 -4.5470 -0.7665
H31 2.8563 3.5541 -0.5008
H32 4.4466 1.1869 3.9286
H33 -1.9652 2.3291 2.5352
H34 -1.4358 -2.7301 4.5810
H35 -2.7043 -2.1142 -1.2716
H36 1.3253 -5.8771 -0.9802
H37 2.5004 -0.6964 5.0782
H38 3.4954 -3.3362 3.9481
H39 -1.5472 1.9208 -2.3502
H40 1.3226 0.8452 -0.3358
H41 -4.4684 0.1167 -1.0236
H42 3.0678 -3.0852 5.6276
H43 -3.3138 -3.7964 3.1824
H44 4.7931 -2.5737 0.9647
H45 -1.4443 -1.4124 1.4231
H46 -1.7967 0.0414 -4.2362
H47 2.1917 0.9457 2.8316
H48 1.7200 3.3708 -2.3764
H49 -2.1178 0.8529 3.5220
H50 3.4427 4.0948 -2.8932
H51 -3.3594 1.2704 2.2471
H52 -2.5250 1.5540 -1.1441
H53 0.7402 -1.5565 -3.6231
H54 -3.3978 4.9115 -2.6760
H55 -0.1435 -0.4232 -5.7941
H56 -4.1196 5.0458 1.9711
H57 -1.4953 4.3571 -1.3182
H58 -4.1747 3.1917 3.5559
H59 3.3431 1.2990 -0.2466
H60 -5.7156 -1.9766 -1.3651
H61 -4.0313 6.5255 1.3735
H62 -4.2671 1.8804 4.6210
H63 4.5565 -5.0551 0.6292
H64 2.0848 -0.4803 -3.2990
H65 -0.7050 -2.1342 3.1978
H66 2.6577 0.8519 -7.7340
H67 3.8620 -4.7690 -1.0051
H68 2.0535 2.6903 2.6182
H69 -4.6190 -3.3190 -1.7724
H70 1.1854 0.2445 -7.7223
H71 -2.2219 -1.4590 3.5034
H72 -2.7549 -4.1315 1.1541